Below is a cluster of 11 separate species, C41H49F3N8O9 in total in a non-equilibrium geometry, with properties calculated with ωB97M-V/def2-TZVPD.

Calculated values
**Gap between HOMO and LUMO**: 7.61 eV
**Structure (SMILES)**: O=C1OC[C@@H](F)O1.O=C1OC[C@@H](F)O1.O=C1OC[C@@H](F)O1.c1cc[nH]c1.c1cc[nH]c1.c1cc[nH]c1.c1cc[nH]c1.c1cc[nH]c1.c1cc[nH]c1.c1cc[nH]c1.c1cc[nH]c1

```
110
Properties=species:S:1:pos:R:3:forces:R:3
F 10.2237 19.9252 13.2092 0.512 -0.278 1.323
F 10.8715 20.3367 8.3766 -0.637 -0.870 1.665
F 8.5200 13.7808 4.7969 1.102 0.603 -0.469
O 9.4555 23.4296 6.1605 1.723 -1.267 1.573
O 10.8261 18.1596 17.0828 1.032 0.815 -5.688
O 5.7440 12.7151 7.4876 2.124 1.013 -4.773
O 7.1517 12.3636 5.6816 0.526 -2.280 0.217
O 10.5278 17.4239 14.8821 0.066 -2.704 -0.289
O 11.2999 23.2769 7.4765 -0.995 2.382 0.216
O 5.9026 14.0824 5.6010 -2.404 0.928 0.561
O 10.4833 21.5039 6.6003 0.542 -3.805 -1.587
O 11.4890 19.3023 15.1603 0.644 2.583 -1.563
N 17.1694 8.8793 13.2943 3.201 4.538 -0.509
N 5.5193 15.2138 11.2525 -0.143 1.612 0.308
N 11.4087 13.3831 8.3090 1.479 -0.661 0.262
N 7.9449 12.7196 14.6756 -0.622 0.058 0.084
N 13.8548 17.2838 1.5731 -2.070 0.390 0.790
N 10.4184 8.3449 3.0447 -0.183 -1.505 2.085
N 13.1047 6.1449 9.2229 -0.762 0.627 -1.548
N 16.0868 19.5206 13.5055 -1.057 -1.018 -0.927
C 15.3584 9.9950 14.1900 1.363 -1.999 -0.745
C 6.2221 12.9876 6.3617 -2.551 0.963 3.581
C 11.0618 17.6524 13.5073 -0.108 2.154 2.086
C 6.7385 11.0662 13.8385 -1.874 0.450 0.668
C 8.8360 12.0013 13.8745 -2.896 -0.090 0.277
C 12.9550 16.5058 3.4262 -0.637 -2.442 0.847
C 11.4623 8.0546 3.9434 -2.090 -1.551 -0.932
C 12.6621 13.5512 10.1987 -1.166 -0.065 -1.174
C 11.9168 9.9151 2.8556 -1.485 2.862 -2.541
C 11.9533 14.2457 9.2167 0.012 0.697 1.404
C 4.6703 16.1349 10.7268 -0.229 0.468 -2.145
C 6.7581 15.5396 10.8240 2.220 -0.417 -1.581
C 11.2550 19.1778 13.7335 0.851 -1.379 -1.730
C 12.5548 12.1669 9.8554 0.308 1.444 -1.578
C 16.2527 8.0020 13.3725 -4.309 -2.971 1.578
C 11.3271 5.1877 8.3014 -0.595 -0.439 -0.007
C 10.6473 9.5440 2.4423 0.303 -0.623 0.160
C 13.4320 4.8626 8.9663 -1.572 -2.182 1.258
C 6.2722 13.9427 4.2194 1.076 0.137 1.349
C 12.9244 18.1887 2.0527 -0.262 0.671 -0.048
C 13.7247 16.1444 2.3704 2.206 0.846 -0.573
C 15.8409 18.2253 11.6989 0.241 0.556 -0.357
C 6.7373 16.5556 9.8194 -0.802 -2.432 1.706
C 10.9840 18.3033 15.8372 -2.167 -2.388 2.878
C 15.1529 8.6338 13.9723 -1.615 -2.923 -0.872
C 16.6547 10.0775 13.7222 0.676 3.085 0.716
C 15.7994 18.2071 13.0932 0.499 1.475 -0.848
C 11.9142 12.1366 8.5987 0.132 -1.214 1.857
C 16.1473 20.3305 12.4070 0.696 -0.226 -0.778
C 5.3842 16.8702 9.7496 -1.947 -0.034 0.775
C 16.0656 19.5763 11.2158 0.173 0.132 3.372
C 12.1736 22.2965 7.8348 1.661 -0.695 1.106
C 7.4393 13.0410 4.5033 0.060 -1.396 -1.029
C 10.3210 22.7882 6.7350 -1.959 2.986 -2.068
C 8.0019 10.9936 13.3285 3.493 -0.132 -0.560
C 12.2883 17.6965 3.1872 1.199 1.010 -0.732
C 11.8555 6.4223 8.6496 -0.171 -0.959 1.752
C 6.6717 12.1692 14.6530 1.036 0.298 -0.251
C 11.5153 20.9741 7.4069 0.721 2.404 1.096
C 12.2537 4.1656 8.5264 2.789 1.704 0.597
C 12.3560 8.9902 3.7305 3.818 0.213 2.010
H 12.8188 19.1310 1.5356 -0.128 -0.026 0.074
H 13.1253 22.4633 7.3302 0.026 -0.237 -0.403
H 9.8557 12.3456 13.7848 -0.138 -0.363 -0.204
H 12.4336 10.8110 2.5447 -0.051 -0.057 -0.011
H 8.3218 10.2218 12.6440 0.200 0.077 0.035
H 13.1854 13.9634 11.0487 -0.151 0.095 -0.104
H 13.5961 6.7073 9.9029 0.014 0.225 -0.614
H 12.4187 22.4173 8.8900 -0.307 -0.513 0.198
H 3.6060 16.0886 10.9043 0.123 0.050 0.008
H 9.5923 7.7647 3.0140 0.012 0.480 -0.209
H 12.0828 3.0993 8.5386 0.235 0.125 -0.488
H 11.8892 11.2617 7.9660 -0.656 0.271 -0.190
H 10.3276 4.8599 8.0565 -0.233 0.921 -0.333
H 7.4784 16.7777 9.0658 0.228 0.138 0.501
H 11.7475 15.3054 9.1832 -0.092 -0.080 -0.122
H 11.5436 18.0793 3.8693 0.092 0.503 -0.441
H 13.3252 8.9651 4.2064 0.012 0.263 0.056
H 16.3490 19.9905 10.2595 -0.456 -0.373 -0.102
H 12.3558 20.3233 7.1658 -0.761 -0.409 -1.798
H 4.9014 17.4568 8.9819 0.013 0.345 0.287
H 18.0910 8.7946 12.8900 -0.249 -0.028 0.146
H 9.8501 9.9461 1.8347 0.460 0.250 -0.180
H 15.4887 17.4907 13.8393 0.406 -0.234 -0.287
H 6.6735 14.8844 3.8449 -0.244 0.093 0.192
H 14.3320 15.2697 2.1906 0.001 0.142 0.151
H 15.8309 17.4074 10.9936 -0.383 -0.316 0.425
H 12.0171 17.2331 13.1914 0.631 -0.370 1.518
H 7.6248 12.2673 3.7582 0.540 0.252 -0.102
H 16.4045 6.9478 13.1934 -0.077 0.142 -0.192
H 12.1555 19.4045 13.1628 0.096 1.024 0.621
H 5.2274 14.5394 11.9454 0.562 0.119 -0.067
H 8.0922 13.5915 15.1636 0.462 -0.235 -0.176
H 10.7925 13.6251 7.5462 0.356 -0.092 0.119
H 5.9188 10.3908 13.6425 0.078 0.082 -0.115
H 7.5845 14.8825 11.0510 0.040 0.101 0.208
H 17.1838 11.0190 13.7267 0.679 -0.354 -0.275
H 14.2410 8.0626 14.0649 -0.180 0.160 0.430
H 13.0920 11.4200 10.4211 -0.243 -0.394 -0.471
H 14.4485 17.5687 0.8073 -0.073 -0.863 0.105
H 12.8601 15.9002 4.3154 -0.340 -0.228 -0.155
H 16.2860 19.7986 14.4559 -0.375 0.031 -0.262
H 14.6480 10.6472 14.6761 0.495 0.341 -0.302
H 11.3053 7.3090 8.9278 0.255 0.140 -0.364
H 11.6116 7.2394 4.6359 -0.808 -0.325 -0.404
H 10.5186 17.2871 12.6357 -1.514 0.519 0.789
H 5.5064 13.5868 3.5301 -0.197 -0.311 0.510
H 5.8230 12.6490 15.1178 0.254 -0.078 0.218
H 16.3034 21.3866 12.5704 0.170 -0.035 -0.216
H 14.3345 4.4752 9.4154 0.039 -0.127 -0.258
```
Positions in Å, forces in eV/Å.